14
Properties=species:S:1:pos:R:3:mulliken_charge:R:1 method="wB97M-V/def2-TZVPD" relative_energy_kcal_mol=59.7 smiles=NC[C@H]1[NH2+][C@@H]1Br charge=+1
C -0.7572 0.1403 0.6443 -0.555
C 0.7248 0.4940 0.7838 0.070
C 1.4205 0.9689 -0.4441 -0.319
N 1.4267 -0.4232 -0.0747 -0.138
N -0.9175 -0.3787 -0.7156 -0.573
Br 3.1121 1.9140 -0.3056 -0.029
H -0.8954 -0.6567 1.2334 0.424
H -1.3919 1.0825 0.9386 0.300
H 1.2414 0.8600 1.7865 0.374
H 1.0197 1.2880 -1.4838 0.299
H 2.2819 -0.8814 0.1787 0.285
H 0.7616 -0.9054 -0.8262 0.445
H -1.5558 -1.1384 -0.7353 0.221
H -1.1894 0.4039 -1.2504 0.197

***

24
Properties=species:S:1:pos:R:3:mulliken_charge:R:1 method="wB97M-V/def2-TZVPD" charge=+1
C 2.3799 1.1967 0.1799 -1.035
C 2.0176 0.0737 -0.8051 -0.230
C 1.5932 -1.2573 -0.1909 -0.399
Cl 1.2645 -2.3639 -1.5422 -0.107
S 0.1714 -1.2860 0.9886 1.169
O -0.1451 0.1177 1.3015 -0.621
O 0.6647 -2.0929 2.0567 -0.558
N -1.0066 -1.9926 0.2079 -0.322
S -2.4722 -1.5519 0.4004 1.002
O -3.3492 -2.1309 -0.5552 -0.500
O -2.8975 -1.2753 1.7328 -0.456
P -2.5415 0.6281 -0.3330 0.807
O -3.4215 1.0094 -1.4317 -0.572
O -2.6739 1.4973 0.9644 -0.441
O -0.9463 0.8794 -0.9465 -0.640
H 1.5075 1.8136 0.4498 0.287
H 3.1315 1.8618 -0.2460 0.334
H 2.7333 0.8008 1.1332 0.293
H 2.9079 -0.1665 -1.3919 0.454
H 1.2730 0.3935 -1.5454 0.005
H 2.4088 -1.7114 0.3701 0.491
H -1.8790 1.5902 1.5208 0.434
H -0.4489 1.3946 -0.2852 0.580
Cd -0.2715 2.5719 -2.0330 1.024

***

Number 1: E_HOMO -14.7422 eV, gap between HOMO and LUMO 11.5 eV. Number 2: E_HOMO -13.6110 eV, gap between HOMO and LUMO 4.1 eV.